Entry 1:
# C10H15O2

An isolated ion of composition C10H15O2 and charge -1 in a non-equilibrium geometry (ωB97M-V/def2-TZVPD, the Open Molecules 2025 dataset).

Geometry (Å):
C 0.810 1.756 1.716
C 0.079 1.535 0.370
C -0.074 1.170 2.440
C -0.161 0.212 0.029
C -2.175 1.129 -1.309
C -0.262 -0.038 -2.461
C 2.230 -0.890 0.720
C -0.010 -1.940 1.343
C -1.105 0.044 -1.131
C 0.719 -1.097 0.291
O -0.121 2.591 -0.276
O -0.830 0.850 3.315
H 1.777 2.203 1.854
H -2.712 1.070 -0.393
H -2.815 0.856 -2.163
H -1.824 2.071 -1.624
H -0.415 -1.046 -2.955
H 0.789 0.156 -2.334
H -0.373 0.755 -3.214
H 2.157 -0.118 1.549
H 2.919 -0.654 -0.053
H 2.793 -1.713 1.187
H 0.328 -2.976 1.416
H -1.099 -1.662 1.259
H 0.325 -1.505 2.268
H -1.645 -0.929 -1.188
H 0.693 -1.830 -0.658

Its total charge is -1. The calculation puts the LUMO energy at 3.753 eV. For the frontier orbital gap, the calculation gives 6.6 eV. As for the SMILES: CC(C)C(=C([O-])C=C=O)C(C)C. For the molar mass, the calculation gives 167.2 g mol⁻¹. The HOMO energy is -2.81 eV. The energy relative to the best compared isomer or geometry (same formula, charge and spin) is 280.9 kJ/mol.



Entry 2:
# C10H15O4S

A 2-piece molecular cluster, C10H15O4S overall in a non-equilibrium geometry (ωB97M-V/def2-TZVPD, the Open Molecules 2025 dataset).

Geometry (Å):
C -1.553 -1.501 0.430
C 2.007 -1.320 -0.781
C -2.422 -0.242 0.862
C -0.424 0.753 1.795
C 0.324 -0.525 1.397
C -1.472 0.869 0.586
C -0.247 -0.969 -0.017
C -0.685 0.428 -0.632
C -1.645 0.583 -1.837
C 0.522 1.283 -0.945
O 3.670 0.935 1.014
O -1.915 -2.649 0.535
O 5.236 -0.726 0.094
O 0.527 -1.748 -0.834
S 4.127 0.220 -0.199
H 2.217 -1.100 -1.752
H 2.400 -2.330 -0.431
H -3.379 -0.111 0.121
H -2.878 -0.515 1.908
H -1.056 0.560 2.776
H 0.238 1.710 1.794
H 1.301 -0.314 1.135
H 0.099 -1.444 1.924
H -1.830 1.813 0.619
H -2.309 -0.270 -1.850
H -1.058 0.617 -2.873
H -2.130 1.499 -1.791
H 1.088 1.439 -0.054
H 0.284 2.333 -1.192
H 0.964 0.722 -1.801

Its total charge is -1. The calculation puts the LUMO energy (spin up / spin down) at 3.160 / 3.160 eV. For the frontier orbital gap (spin up / spin down), the calculation gives 6.6 / 6.6 eV. For the molar mass, the calculation gives 231.3 g mol⁻¹. The HOMO energy (spin up / spin down) is -3.40 / -3.41 eV. The energy relative to the best compared isomer or geometry (same formula, charge and spin) is 391.9 kJ/mol.



Entry 3:
# C10H15O7PTi

C10H15O7PTi as an isolated structure in a non-equilibrium geometry (ωB97M-V/def2-TZVPD, the Open Molecules 2025 dataset).

Geometry (Å):
Ti -0.048 0.570 0.059
O 0.031 3.686 -1.961
C 0.034 2.630 -1.483
C 1.649 -0.774 0.495
O 2.621 -1.400 0.732
C -1.662 -0.753 0.438
O -2.686 -1.353 0.713
C -0.003 -0.840 -1.743
O -0.002 -1.511 -2.703
C 0.261 -2.460 4.231
C -0.197 -1.524 3.136
O 0.851 -0.459 3.223
P 0.352 0.903 2.446
O 0.126 1.937 3.739
C -0.532 1.402 4.958
C -2.035 1.452 4.679
O -0.435 2.278 1.255
C -1.313 3.276 1.800
C -2.773 2.869 1.540
H 1.295 -2.776 4.024
H -0.424 -3.319 4.179
H 0.199 -1.980 5.223
H -0.163 -1.963 2.132
H -1.211 -1.127 3.316
H -0.225 0.332 5.147
H -0.231 2.032 5.776
H -2.356 0.834 3.842
H -2.542 1.102 5.578
H -2.316 2.490 4.506
H -1.153 3.360 2.910
H -1.066 4.231 1.352
H -3.020 1.888 1.953
H -3.449 3.623 1.966
H -2.921 2.839 0.451

Its total charge is +2. The calculation puts the LUMO energy (spin up / spin down) at -9.600 / -10.043 eV. For the frontier orbital gap (spin up / spin down), the calculation gives 7.3 / 7.2 eV. For the molar mass, the calculation gives 326.1 g mol⁻¹. Its spin multiplicity is 3. The HOMO energy (spin up / spin down) is -16.92 / -17.24 eV. Its expectation value of S² is 2.02. The energy relative to the best compared isomer or geometry (same formula, charge and spin) is 46.9 kJ/mol.



Entry 4:
# C10H16

A 2-piece molecular cluster, C10H16 overall in a non-equilibrium geometry (ωB97M-V/def2-TZVPD, the Open Molecules 2025 dataset).

Geometry (Å):
C -1.125 -2.079 -0.162
C -0.533 -0.460 1.779
C -1.465 -1.024 0.916
C -0.943 0.686 2.419
C -2.770 -0.480 0.887
C -2.226 1.155 2.380
C -3.200 0.562 1.635
H 0.462 -0.887 1.729
H -0.190 1.162 3.022
H -1.245 -1.697 -1.169
H -1.763 -2.956 -0.222
H -3.339 -0.856 0.111
H -2.291 1.914 3.192
H -4.345 0.799 1.674
H -0.140 -2.587 -0.002
C 1.819 1.101 -1.489
C 2.962 0.511 -0.580
C 1.795 0.409 -2.801
H 0.939 1.029 -0.871
H 2.235 2.138 -1.713
H 3.008 1.101 0.272
H 1.495 0.924 -3.770
H 2.860 0.285 -3.101
H 1.419 -0.562 -2.791
H 2.640 -0.495 -0.306
H 3.942 0.308 -1.038

Its total charge is 0. The calculation puts the LUMO energy at 0.979 eV. For the frontier orbital gap, the calculation gives 10.0 eV. As for the SMILES: Cc1ccccc1.CCC. For the molar mass, the calculation gives 136.2 g mol⁻¹. The HOMO energy is -9.02 eV. The energy relative to the best compared isomer or geometry (same formula, charge and spin) is 173.0 kJ/mol.



Entry 5:
# C10H16

A 2-piece molecular cluster, C10H16 overall in a non-equilibrium geometry (ωB97M-V/def2-TZVPD, the Open Molecules 2025 dataset).

Geometry (Å):
C -3.697 -1.484 2.896
C -2.506 -1.543 3.889
H -4.070 -0.450 2.783
H -3.390 -1.793 1.901
H -4.418 -2.253 3.200
H -2.829 -1.092 4.813
H -2.104 -2.535 4.171
H -1.734 -0.976 3.369
C 0.276 -0.397 0.635
C 0.918 -1.780 0.630
C 0.661 0.393 -0.571
C 2.001 0.835 -0.723
C -0.236 0.661 -1.610
C 2.395 1.541 -1.833
C 0.223 1.439 -2.733
C 1.520 1.846 -2.867
H -0.789 -0.564 0.816
H 0.519 0.164 1.565
H 0.500 -2.520 1.319
H 2.744 0.590 -0.002
H -1.303 0.536 -1.536
H 3.449 1.785 -1.919
H -0.556 1.461 -3.489
H 1.845 2.562 -3.606
H 1.963 -1.870 0.889
H 0.677 -2.245 -0.340

Its total charge is 0. The calculation puts the LUMO energy at 0.964 eV. For the frontier orbital gap, the calculation gives 10.1 eV. As for the SMILES: CCc1ccccc1.CC. For the molar mass, the calculation gives 136.2 g mol⁻¹. The HOMO energy is -9.11 eV. The energy relative to the best compared isomer or geometry (same formula, charge and spin) is 90.3 kJ/mol.



Entry 6:
# C10H16

A 2-piece molecular cluster, C10H16 overall in a non-equilibrium geometry (ωB97M-V/def2-TZVPD, the Open Molecules 2025 dataset).

Geometry (Å):
C 3.108 -2.829 -1.940
C -0.569 -0.997 -0.679
C 0.003 -0.640 -1.880
C -0.029 -2.049 0.077
C 1.149 -1.293 -2.340
C 1.104 -2.675 -0.411
C 1.773 -2.251 -1.563
H -1.267 -0.334 -0.188
H -0.427 0.167 -2.456
H -0.645 -2.635 0.749
H 1.448 -1.180 -3.380
H 1.492 -3.531 0.122
H 3.660 -2.080 -2.510
H 2.980 -3.740 -2.524
H 3.764 -2.943 -1.073
C -1.454 2.884 1.279
C -0.820 3.291 2.606
C -2.540 1.798 1.410
H -1.787 3.740 0.692
H -0.638 2.483 0.681
H -1.252 4.181 3.073
H 0.229 3.556 2.506
H -3.446 2.071 0.871
H -2.090 0.875 1.068
H -0.903 2.524 3.373
H -2.842 1.609 2.438

Its total charge is 0. The calculation puts the LUMO energy at 1.048 eV. For the frontier orbital gap, the calculation gives 10.1 eV. As for the SMILES: Cc1ccccc1.CCC. For the molar mass, the calculation gives 136.2 g mol⁻¹. The HOMO energy is -9.03 eV. The energy relative to the best compared isomer or geometry (same formula, charge and spin) is 95.0 kJ/mol.



Entry 7:
# C10H16

A 2-piece molecular cluster, C10H16 overall in a non-equilibrium geometry (ωB97M-V/def2-TZVPD, the Open Molecules 2025 dataset).

Geometry (Å):
C 0.925 -1.790 1.407
C -0.406 -2.397 1.810
C 1.843 -1.493 2.606
H 1.453 -2.333 0.617
H 0.749 -0.870 0.882
H -0.914 -1.687 2.470
H 1.768 -0.441 2.860
H 1.547 -2.170 3.408
H 2.902 -1.666 2.415
H -1.102 -2.520 0.981
H -0.253 -3.339 2.337
C 0.588 3.228 -1.866
C -1.683 -0.330 -1.113
C -0.434 -0.425 -1.691
C -2.209 0.926 -0.815
C 0.370 0.692 -1.808
C -1.426 2.057 -0.987
C -0.153 1.953 -1.554
H -2.348 -1.152 -0.880
H -0.027 -1.376 -2.013
H -3.225 0.980 -0.446
H 1.382 0.602 -2.189
H -1.773 2.988 -0.557
H 1.506 3.315 -1.285
H -0.006 4.118 -1.688
H 0.924 3.130 -2.901

Its total charge is 0. The calculation puts the LUMO energy at 0.980 eV. For the frontier orbital gap, the calculation gives 10.0 eV. As for the SMILES: Cc1ccccc1.CCC. For the molar mass, the calculation gives 136.2 g mol⁻¹. The HOMO energy is -8.99 eV. The energy relative to the best compared isomer or geometry (same formula, charge and spin) is 52.1 kJ/mol.



Entry 8:
# C10H16

A 2-piece molecular cluster, C10H16 overall in a non-equilibrium geometry (ωB97M-V/def2-TZVPD, the Open Molecules 2025 dataset).

Geometry (Å):
C 0.559 2.723 -0.185
C 0.876 -0.504 -2.968
C 0.137 0.669 -3.299
C 1.401 -0.650 -1.706
C 0.029 1.667 -2.371
C 1.234 0.364 -0.761
C 0.576 1.522 -1.062
H 1.006 -1.256 -3.734
H -0.441 0.648 -4.213
H 1.836 -1.628 -1.542
H -0.483 2.591 -2.597
H 1.673 0.261 0.225
H 1.244 3.483 -0.587
H 1.024 2.507 0.784
H -0.383 3.225 0.017
C -0.877 -1.354 2.800
C 0.200 -2.035 1.948
C -2.027 -0.815 1.898
H -1.259 -2.023 3.578
H -0.563 -0.484 3.384
H -0.301 -2.783 1.339
H 0.873 -2.548 2.642
H -2.382 0.174 2.151
H -1.763 -1.051 0.865
H 0.740 -1.259 1.424
H -2.928 -1.446 1.971

Its total charge is 0. The calculation puts the LUMO energy at 1.002 eV. For the frontier orbital gap, the calculation gives 10.0 eV. As for the SMILES: Cc1ccccc1.CCC. For the molar mass, the calculation gives 136.2 g mol⁻¹. The HOMO energy is -9.00 eV. The energy relative to the best compared isomer or geometry (same formula, charge and spin) is 78.4 kJ/mol.



- Which value of molar mass does entry 6 give?
  136.2 g mol⁻¹



- Look up the molar mass of the fifth one.
  136.2 g mol⁻¹



- total charge of number 1 (C10H15O2)?
  -1